The following is a quantum chemistry calculation of a structure of composition C12H25NO5 at a distorted geometry, from the Open Molecules 2025 dataset.

The geometry in XYZ format:
```
43
Properties=species:S:1:pos:R:3:nbo_charge:R:1
C -2.959 1.814 0.471 -0.303
C -2.801 0.148 0.769 -0.061
C -2.797 -0.982 -1.218 -0.064
C -1.190 -1.087 -1.276 -0.164
C -0.497 -2.843 0.474 -0.123
C 0.414 -2.140 1.280 -0.152
C 2.420 -2.337 0.064 -0.100
C 2.625 -0.964 -0.706 -0.058
C 3.288 1.167 -0.463 -0.099
C 1.838 1.746 -0.922 -0.215
C 0.881 2.084 0.703 -0.095
C -0.553 2.450 0.929 -0.236
H -3.084 2.240 1.744 0.195
H -3.910 2.283 -0.228 0.241
H -1.585 -0.194 0.834 0.165
H -3.337 -0.216 1.882 0.180
H -3.135 -0.023 -1.814 0.144
H -3.214 -1.814 -1.652 0.193
H -0.924 -0.143 -0.593 0.233
H -0.847 -1.003 -2.276 0.200
H -1.565 -2.708 1.134 0.206
H -0.272 -3.900 0.407 0.216
H -0.005 -2.339 2.261 0.220
H 0.426 -1.018 1.037 0.197
H 3.466 -2.860 0.080 0.199
H 1.606 -3.031 -0.519 0.196
H 3.068 -1.040 -1.530 0.160
H 1.519 -0.488 -0.814 0.152
H 4.059 0.762 -1.216 0.176
H 3.735 2.317 -0.030 0.216
H 1.326 0.708 -1.187 0.208
H 1.846 2.100 -1.999 0.191
H 1.317 1.221 0.474 0.207
H 1.342 2.234 1.730 0.172
H -0.559 3.531 1.016 0.214
H -1.010 1.875 1.812 0.209
H -1.749 2.898 -0.966 0.364
N -1.555 1.968 -0.210 -0.686
O -3.349 -0.766 0.008 -0.544
O -0.892 -2.476 -0.942 -0.569
O 1.914 -2.108 1.437 -0.526
O 3.183 -0.003 0.200 -0.549
O 1.516 2.938 -0.186 -0.513
```

Results
Lowest unoccupied orbital energy ... 0.79 eV
Total charge ... 0
Energy above the lowest of the compared OMol25 structures with the same formula, charge and spin ... 1436.0 kJ/mol
Total energy ... -24560.87309 eV
Orbital gap ... 9.63 eV
HOMO level ... -8.844 eV